This record from the OMol25 dataset describes a molecular structure, C48H58CaN4O2P2S. The level of theory is ωB97M-V/def2-TZVPD.

Last column: Löwdin charge in e.
CARTESIAN COORDINATES (ANGSTROEM)
Ca -0.67105 -0.80062 0.50837  1.329
C -2.92855 -1.59378 -2.38131  -0.151
C -3.33988 -0.46462 -1.43944  -0.192
N -3.01348 -0.61774 0.00060  -0.173
C -3.76403 -1.66088 0.73328  -0.176
C -3.15454 -3.04824 0.59681  -0.187
N -1.73638 -3.06554 1.00408  -0.123
C -1.10434 -4.35364 0.66889  -0.203
C 0.32571 -4.52722 1.19288  -0.149
C 1.24905 -3.31105 1.33193  -0.200
N 1.20893 -2.30683 0.24343  -0.150
C 1.29106 -2.84058 -1.12964  -0.178
C 0.89848 -1.78163 -2.14976  -0.182
N -0.44991 -1.21504 -1.91349  -0.144
C -1.51158 -2.16805 -2.29178  -0.204
H -3.08881 -1.19439 -3.38337  0.124
H -3.62281 -2.43247 -2.29676  0.115
H -4.41756 -0.31184 -1.55997  0.130
H -2.85672 0.46021 -1.75866  0.116
H -3.27113 0.27218 0.42097  0.105
H -4.81192 -1.69067 0.41711  0.135
H -3.75820 -1.37224 1.78807  0.113
H -3.20735 -3.38956 -0.43605  0.104
H -3.75038 -3.75583 1.18338  0.138
H -1.70837 -2.97477 2.01477  0.073
H -1.12122 -4.45242 -0.41655  0.096
H -1.70876 -5.18633 1.04502  0.132
H 0.80296 -5.27954 0.56230  0.121
H 0.29194 -4.97736 2.18774  0.121
H 2.26510 -3.69735 1.45994  0.130
H 1.01041 -2.76955 2.25228  0.093
H 2.01572 -1.69854 0.38548  0.091
H 0.63304 -3.70401 -1.20552  0.103
H 2.29825 -3.19648 -1.36956  0.140
H 0.96698 -2.22397 -3.15001  0.133
H 1.61163 -0.96020 -2.11312  0.109
H -0.53642 -0.38469 -2.49523  0.122
H -1.48853 -2.97414 -1.56192  0.069
H -1.27076 -2.63021 -3.25631  0.135
O 4.46859 2.59062 0.18464  -0.446
S 3.00157 2.49484 0.00305  0.949
C 2.80208 1.88769 -1.69459  -0.373
C 3.82928 1.11022 -2.21614  -0.082
C 3.89935 0.89219 -3.58155  -0.056
C 3.00588 1.54042 -4.42704  -0.049
C 2.02676 2.37010 -3.90335  -0.078
C 1.86934 2.52130 -2.52312  -0.345
P 0.64284 3.63978 -1.71242  1.103
C -0.88432 3.66279 -2.73257  -0.373
C -1.16378 3.06323 -3.95986  -0.104
C -2.38238 3.27854 -4.59728  -0.079
C -3.34089 4.09914 -4.02548  -0.074
C -3.08195 4.69925 -2.79838  -0.066
C -1.87462 4.47293 -2.15985  -0.116
C 1.36192 5.26558 -2.12875  -0.337
C 2.32774 5.76069 -1.25077  -0.120
C 2.95867 6.96636 -1.51303  -0.064
C 2.61573 7.69598 -2.64295  -0.062
C 1.64283 7.21850 -3.50945  -0.064
C 1.01782 6.00596 -3.25674  -0.071
C 2.58256 1.09480 1.11466  -0.335
C 3.62020 0.18502 1.29341  -0.076
C 3.62071 -0.69911 2.36070  -0.053
C 2.62104 -0.60055 3.31735  -0.055
C 1.60626 0.33222 3.16270  -0.115
C 1.52462 1.16620 2.04028  -0.382
P 0.00625 2.17500 1.71401  1.075
C -0.85099 2.29633 3.32322  -0.392
C -0.25603 2.85731 4.45701  -0.072
C -0.99074 3.04260 5.61599  -0.049
C -2.33859 2.69854 5.64894  -0.061
C -2.94664 2.16068 4.52516  -0.077
C -2.20077 1.95611 3.37152  -0.123
C 0.61844 3.87324 1.51426  -0.448
C 1.85216 4.30388 1.99464  -0.148
C 2.21600 5.63685 1.87192  -0.074
C 1.34328 6.54517 1.28767  -0.082
C 0.10791 6.12242 0.81693  -0.069
C -0.25021 4.78766 0.92260  -0.169
H 4.60878 0.73927 -1.56394  0.106
H 4.69041 0.27907 -3.99238  0.115
H 3.10892 1.44071 -5.49971  0.116
H 1.41792 2.95607 -4.57769  0.099
H -0.43519 2.43399 -4.45278  0.077
H -2.56896 2.81948 -5.56031  0.109
H -4.27735 4.28117 -4.53572  0.110
H -3.81833 5.34965 -2.34458  0.111
H -1.67720 4.95600 -1.20792  0.072
H 2.57947 5.20780 -0.35257  0.065
H 3.71222 7.33994 -0.83213  0.115
H 3.10363 8.64007 -2.84550  0.112
H 1.37055 7.79135 -4.38599  0.110
H 0.25798 5.64532 -3.93969  0.105
H 4.47807 0.23645 0.63555  0.110
H 4.43609 -1.39931 2.48553  0.123
H 2.65020 -1.21944 4.20529  0.123
H 0.88676 0.45325 3.96567  0.087
H 0.78225 3.16704 4.42564  0.115
H -0.52135 3.47801 6.48799  0.117
H -2.91575 2.86542 6.54880  0.117
H -4.00010 1.91333 4.54364  0.113
H -2.68183 1.55023 2.48768  0.081
H 2.54073 3.60582 2.45846  0.106
H 3.18016 5.96524 2.23632  0.124
H 1.62807 7.58500 1.19692  0.122
H -0.57024 6.82988 0.35874  0.122
H -1.21192 4.45366 0.54844  0.082
C -1.28246 -1.15065 5.40206  -0.041
C -1.58008 -1.80292 4.07248  -0.255
O -1.06105 -1.01638 2.96664  -0.228
H -1.73099 -1.72660 6.21072  0.099
H -1.68562 -0.13874 5.43553  0.069
H -0.20607 -1.11394 5.58545  0.088
H -2.65553 -1.90067 3.91424  0.117
H -1.12859 -2.79882 4.02736  0.116
H -0.44860 -0.37684 3.35228  0.012

Orbital gap: 7.28 eV
HOMO energy: -11.989 eV
Energy above the lowest of the compared OMol25 structures with the same formula, charge and spin: 184.10 kJ/mol
Spin multiplicity: 1
LUMO energy: -4.71 eV
Total charge: +2

---

This record from the OMol25 dataset describes a molecular structure, C48H58N7O3W. The level of theory is ωB97M-V/def2-TZVPD.

Last column: Löwdin charge in e.
CARTESIAN COORDINATES (ANGSTROEM)
W 0.00779 -0.09098 -0.10345  1.804
C 3.95727 -3.68684 -3.86576  -0.071
C 4.43659 -2.52083 -2.99903  -0.183
C 3.33449 -1.57532 -2.65811  -0.116
C 2.90500 -0.49591 -3.37222  -0.113
C 3.41748 0.00361 -4.68387  -0.178
C 2.49790 -0.37160 -5.84962  -0.074
C 1.89286 0.15558 -2.57529  -0.195
C 1.28752 1.34927 -2.91395  0.063
C 0.69646 2.21461 -1.98135  -0.222
C 0.42520 3.59486 -2.17539  -0.118
C 0.50172 4.30655 -3.48541  -0.185
C 1.93392 4.74520 -3.80085  -0.071
C 0.20662 4.13378 -0.91844  -0.112
C 0.31888 3.06426 0.00919  -0.197
C 0.29645 3.15891 1.40482  0.078
C 0.32811 2.09144 2.27071  -0.196
N 0.30425 0.75072 1.89542  -0.003
C -0.08996 0.07079 3.03548  -0.214
C -0.28032 -1.29563 3.07097  0.066
C 0.27934 -2.16447 2.11774  -0.232
N 0.91194 -1.70332 0.97272  -0.029
C 1.65832 -2.77695 0.52077  -0.216
C 2.50107 -2.69401 -0.59361  0.070
C 2.53970 -1.62723 -1.45589  -0.197
N 1.70447 -0.51775 -1.37758  0.003
C 1.44705 -3.91841 1.33089  -0.123
C 0.55199 -3.54137 2.32070  -0.120
C 0.01777 -4.37714 3.43714  -0.176
C -1.48059 -4.65911 3.29722  -0.078
C 2.13767 -5.23157 1.16829  -0.186
C 3.38905 -5.29838 2.05046  -0.074
C -0.18768 0.97046 4.15873  -0.118
C 0.12804 2.21299 3.69344  -0.131
C 0.29483 3.47330 4.46992  -0.185
C 1.77273 3.86724 4.54288  -0.074
C -0.51897 0.60388 5.56743  -0.185
C -1.94609 0.99838 5.95504  -0.079
N 0.57804 1.87304 -0.64600  0.002
C -0.08176 5.55853 -0.57783  -0.174
C -1.53705 5.76711 -0.14859  -0.074
H 4.79605 -4.32923 -4.12164  0.076
H 3.51113 -3.32307 -4.78654  0.065
H 3.21305 -4.27854 -3.33845  0.073
H 5.21346 -1.97365 -3.53731  0.111
H 4.87215 -2.90533 -2.07551  0.111
H 4.40184 -0.42756 -4.87485  0.110
H 3.53478 1.08999 -4.64810  0.110
H 2.44662 -1.45340 -5.95210  0.068
H 2.88761 0.05071 -6.77377  0.077
H 1.48859 0.00445 -5.69524  0.064
H 1.42363 1.70534 -3.92256  0.114
H -0.14524 5.18380 -3.46854  0.112
H 0.15080 3.65089 -4.28337  0.105
H 2.28541 5.45743 -3.06028  0.079
H 1.98008 5.20985 -4.78200  0.077
H 2.60487 3.89134 -3.79038  0.067
H 0.22039 4.14720 1.82883  0.117
H -0.70882 -1.73411 3.95777  0.112
H 3.12151 -3.54663 -0.81408  0.114
H 0.19527 -3.87183 4.38918  0.118
H 0.55491 -5.32455 3.46380  0.108
H -2.04592 -3.72996 3.25219  0.059
H -1.82850 -5.24543 4.14563  0.078
H -1.67828 -5.22444 2.38860  0.067
H 2.41761 -5.36969 0.12257  0.106
H 1.46614 -6.04831 1.44105  0.112
H 4.09188 -4.51385 1.77975  0.078
H 3.87953 -6.26152 1.93483  0.075
H 3.12310 -5.16958 3.09729  0.074
H -0.08302 3.32972 5.48186  0.105
H -0.27711 4.27688 4.00209  0.112
H 2.32326 3.11316 5.09932  0.081
H 1.88852 4.82063 5.05101  0.075
H 2.20734 3.94849 3.54933  0.072
H 0.18330 1.10871 6.23319  0.117
H -0.39255 -0.46741 5.71476  0.103
H -2.12067 2.05638 5.77838  0.070
H -2.10339 0.79590 7.01097  0.075
H -2.67458 0.43294 5.37864  0.072
H 0.11301 6.18068 -1.45278  0.108
H 0.58559 5.89177 0.22163  0.118
H -2.20666 5.48962 -0.95999  0.068
H -1.70473 6.81357 0.09734  0.077
H -1.78788 5.16262 0.72061  0.064
C -1.89387 0.55254 -3.84451  0.014
C -1.77515 0.70258 -2.35433  -0.271
O -0.89846 -0.06761 -1.74361  -0.217
C -2.55855 1.62047 -1.61458  -0.103
C -3.42168 2.55019 -2.24075  -0.013
C -4.20803 3.40313 -1.50877  -0.090
C -4.19339 3.35782 -0.11619  -0.069
C -3.37357 2.45381 0.53421  -0.012
C -2.52984 1.60509 -0.18012  -0.281
O -1.74686 0.74558 0.47922  -0.258
H -1.23978 -0.25670 -4.16420  0.094
H -1.59326 1.47344 -4.34246  0.088
H -2.91971 0.32831 -4.13588  0.096
H -3.45170 2.58173 -3.31699  0.111
H -4.84501 4.11626 -2.01136  0.108
H -4.82552 4.02427 0.45093  0.113
H -3.36388 2.39762 1.61405  0.120
C -4.36784 -4.16614 0.62287  -0.014
N -3.18490 -3.43134 0.25971  -0.088
C -2.24169 -3.94051 -0.71184  -0.011
C -1.25141 -2.78927 -0.79913  -0.448
O -0.26677 -2.66935 -1.50299  0.059
N -1.64964 -1.81812 0.07600  0.074
C -2.80113 -2.20640 0.64416  -0.365
N -3.42816 -1.41723 1.51632  0.241
H -5.08516 -4.17709 -0.20256  0.100
H -4.84330 -3.73205 1.50015  0.088
H -4.08808 -5.19472 0.85362  0.097
H -2.72538 -4.15430 -1.67053  0.146
H -1.74933 -4.85336 -0.36133  0.140
H -3.06257 -0.46861 1.56837  0.100
H -4.37856 -1.60172 1.79164  0.114

Orbital gap (spin up / spin down): 5.46 / 5.45 eV
HOMO energy (spin up / spin down): -8.856 / -8.847 eV
Spin multiplicity: 1
LUMO energy (spin up / spin down): -3.40 / -3.40 eV
Total charge: +1

---

Short version: largest force on an atom = 0.01247; 0.09496 Eh/bohr, in the order given.